# 1
Molecular formula: C45H37IrOP2
Method: DFT, the ωB97M-V functional and the def2-TZVPD basis

```
86
Properties=species:S:1:pos:R:3
Ir -0.53787 -0.06836 -0.42905
P -0.56097 2.24704 -0.63875
C -0.85077 -0.01056 1.36995
O -1.04327 0.02504 2.52005
P -0.58137 -2.39256 -0.49045
C -0.52837 3.21514 0.91265
C -2.03427 2.93054 -1.48505
C 0.86843 2.89044 -1.57305
C 1.01333 -3.24596 -0.77415
C -1.20067 -3.23326 1.01075
C -1.68987 -2.99456 -1.80985
C 0.54513 4.04514 1.25395
C 0.53113 4.75044 2.45865
C -0.55297 4.63464 3.32715
C -1.62727 3.80744 2.99075
C -1.61447 3.09944 1.79335
H 1.38773 4.14474 0.57735
H 1.36903 5.39314 2.71395
H -0.56207 5.18444 4.26395
H -2.47257 3.70844 3.66575
H -2.44957 2.45344 1.53705
C 2.13953 2.40834 -1.23175
C 3.27093 2.89704 -1.88025
C 3.14013 3.85834 -2.88435
C 1.87543 4.33124 -3.23575
C 0.74093 3.85154 -2.58105
H 2.22413 1.63814 -0.46885
H 4.25293 2.51754 -1.61245
H 4.02143 4.23044 -3.39925
H 1.76943 5.07074 -4.02455
H -0.24267 4.21464 -2.86255
C -2.48147 4.23294 -1.21635
C -3.59437 4.74534 -1.88145
C -4.27057 3.96304 -2.81855
C -3.82977 2.66674 -3.08895
C -2.71907 2.14824 -2.42495
H -1.96497 4.84114 -0.47995
H -3.93427 5.75414 -1.66385
H -5.14027 4.36224 -3.33345
H -4.35387 2.05374 -3.81705
H -2.36707 1.14344 -2.63695
C -2.39537 -3.96146 1.02215
C -2.83647 -4.56676 2.20025
C -2.08847 -4.45226 3.37085
C -0.89427 -3.72746 3.36415
C -0.45407 -3.11876 2.19315
H -2.97727 -4.05926 0.11135
H -3.76537 -5.13046 2.19875
H -2.43377 -4.92346 4.28665
H -0.30957 -3.63006 4.27425
H 0.47203 -2.55066 2.19295
C 2.04153 -2.58556 -1.46015
C 3.25133 -3.23586 -1.69915
C 3.44893 -4.54326 -1.25235
C 2.42993 -5.20386 -0.56455
C 1.21723 -4.55946 -0.32475
H 1.87903 -1.57146 -1.81145
H 4.04313 -2.71736 -2.23275
H 4.39493 -5.04526 -1.43545
H 2.57913 -6.21986 -0.20955
H 0.43123 -5.07306 0.22065
C -1.42217 -4.14476 -2.55855
C -2.32107 -4.56356 -3.53985
C -3.49097 -3.84076 -3.77395
C -3.76147 -2.69136 -3.02835
C -2.86167 -2.26486 -2.05525
H -0.50777 -4.70366 -2.38535
H -2.10297 -5.45216 -4.12565
H -4.18617 -4.16656 -4.54275
H -4.66657 -2.11986 -3.21455
H -3.04427 -1.35546 -1.48715
H 2.85183 -0.15446 -4.08995
H 2.27043 -0.17046 -4.55305
C 1.26063 -0.20096 0.61775
C 2.05603 -0.11936 1.52635
C 2.67273 0.16954 2.79585
C 1.93093 0.92814 3.71925
C 2.44183 1.19844 4.98755
C 3.69693 0.70884 5.34875
C 4.44453 -0.04526 4.43395
C 3.93753 -0.31256 3.15305
H 0.95153 1.30984 3.46075
H 1.85843 1.78124 5.69095
H 4.08623 0.91034 6.33815
H 5.41263 -0.42806 4.72445
H 4.51413 -0.91016 2.45965
```

Summary:
* charge: +3
* 2S+1: 6
* frontier orbital gap (spin up / spin down): 0.249 / 0.110 Eh

How positive or negative is each atom? The Mulliken charges in e answer that: number 1, Ir, carries 2.381; number 2, P, carries 1.105; number 3, C, carries 0.375; number 4, O, carries -0.526; number 5, P, carries 1.011; number 6, C, carries 0.422; number 7, C, carries 0.008; number 8, C, carries 0.513; number 9, C, carries 0.287; number 10, C, carries 0.197; number 11, C, carries 0.127; number 12, C, carries -0.562; number 13, C, carries -0.764; number 14, C, carries -0.655; number 15, C, carries -0.769; number 16, C, carries -0.285; number 17, H, carries 0.499; number 18, H, carries 0.481; number 19, H, carries 0.460; number 20, H, carries 0.464; number 21, H, carries 0.500; number 22, C, carries 0.138; number 23, C, carries -0.814; number 24, C, carries -0.624; number 25, C, carries -0.784; number 26, C, carries -0.518; number 27, H, carries -0.029; number 28, H, carries 0.471; number 29, H, carries 0.424; number 30, H, carries 0.457; number 31, H, carries 0.445; number 32, C, carries -0.223; number 33, C, carries -0.739; number 34, C, carries -0.563; number 35, C, carries -0.787; number 36, C, carries -0.347; number 37, H, carries 0.514; number 38, H, carries 0.439; number 39, H, carries 0.430; number 40, H, carries 0.437; number 41, H, carries 0.385; number 42, C, carries -0.505; number 43, C, carries -0.751; number 44, C, carries -0.624; number 45, C, carries -0.784; number 46, C, carries 0.063; number 47, H, carries 0.433; number 48, H, carries 0.464; number 49, H, carries 0.434; number 50, H, carries 0.451; number 51, H, carries 0.439; number 52, C, carries -0.202; number 53, C, carries -0.739; number 54, C, carries -0.594; number 55, C, carries -0.733; number 56, C, carries -0.338; number 57, H, carries 0.304; number 58, H, carries 0.476; number 59, H, carries 0.453; number 60, H, carries 0.461; number 61, H, carries 0.547; number 62, C, carries -0.283; number 63, C, carries -0.762; number 64, C, carries -0.513; number 65, C, carries -0.814; number 66, C, carries -0.189; number 67, H, carries 0.454; number 68, H, carries 0.464; number 69, H, carries 0.438; number 70, H, carries 0.480; number 71, H, carries 0.485; number 72, H, carries -0.120; number 73, H, carries 0.117; number 74, C, carries -1.024; number 75, C, carries 0.214; number 76, C, carries 0.148; number 77, C, carries 0.147; number 78, C, carries -0.639; number 79, C, carries -0.579; number 80, C, carries -0.536; number 81, C, carries -0.133; number 82, H, carries 0.357; number 83, H, carries 0.499; number 84, H, carries 0.462; number 85, H, carries 0.484; number 86, H, carries 0.609



# 2
Molecular formula: C45H37LuN3O2P2S2
Method: DFT, the ωB97M-V functional and the def2-TZVPD basis

```
92
Properties=species:S:1:pos:R:3
Lu 0.04859 -1.52495 0.31232
O 0.72590 -0.78470 2.26606
C 1.92672 -0.44212 2.81892
C 1.78379 0.23684 4.06336
C 2.91651 0.82241 4.64990
C 4.14373 0.62159 4.01862
C 4.32260 -0.12253 2.89834
C 3.21350 -0.65100 2.25555
C 3.45008 -1.37710 1.03970
N 2.56815 -1.83629 0.28167
N 3.00587 -2.65403 -0.75513
C 2.03950 -3.41223 -1.15100
O 0.80635 -3.40788 -0.81365
C 2.35919 -4.54142 -2.13082
C 3.64757 -4.96773 -2.40695
C 3.85189 -5.94723 -3.35548
C 2.82569 -6.56822 -3.98719
C 1.50506 -6.29365 -3.59112
C 1.33183 -5.28753 -2.68162
H 0.77283 0.25116 4.45165
H 2.81637 1.18684 5.63641
H 4.98198 0.93910 4.70709
H 5.32507 -0.33125 2.57368
H 4.52118 -1.59269 0.84348
H 4.52702 -4.44124 -2.00059
H 4.83853 -6.31527 -3.59065
H 2.94956 -7.36438 -4.72660
H 0.63689 -6.82525 -3.99615
H 0.29566 -5.03473 -2.40491
C -1.46222 3.49896 -0.11947
N -1.04989 2.14268 0.08956
P 0.38257 1.55739 -0.67200
C 1.52506 2.79057 -0.05619
C 1.69285 4.01029 -0.70350
C 2.56592 4.95254 -0.25015
C 3.28067 4.73420 0.91712
C 3.01753 3.56385 1.65524
C 2.20279 2.58680 1.17902
C 0.25669 1.97070 -2.47666
C 1.46678 2.14084 -3.14304
C 1.51225 2.53962 -4.49846
C 0.33853 2.62342 -5.23796
C -0.84047 2.26561 -4.59547
C -0.93328 2.01521 -3.23234
P -1.75550 0.85657 1.16176
C -3.59109 1.15601 0.93962
C -4.24791 2.17058 1.61464
C -5.54867 2.48878 1.28544
C -6.19700 1.76304 0.26157
C -5.56134 0.70680 -0.36746
C -4.27359 0.39870 -0.07268
C -1.51680 1.52604 2.94660
C -0.75268 2.61621 3.07565
C -0.46126 3.11548 4.40010
C -0.91656 2.45383 5.49807
C -1.56374 1.18301 5.35891
C -1.83605 0.72802 4.06972
H -2.09103 3.85097 0.78563
H -2.09500 3.61851 -1.02413
H -0.63901 4.19731 -0.07746
H 1.07802 4.16836 -1.55658
H 2.62890 5.85663 -0.84069
H 3.94831 5.43700 1.33541
H 3.44950 3.46317 2.62138
H 2.08448 1.67522 1.75935
H 2.44504 1.94749 -2.71455
H 2.40966 2.58247 -5.02793
H 0.36337 2.90685 -6.25965
H -1.72733 2.13925 -5.20974
H -1.84755 1.73300 -2.68349
H -3.79152 2.66190 2.42017
H -6.04068 3.28001 1.80038
H -7.25787 2.01326 0.02125
H -6.10080 0.18947 -1.16535
H -3.68139 -0.30484 -0.68853
H -0.36654 3.10618 2.17900
H 0.15828 3.94134 4.60315
H -0.52790 2.83115 6.50774
H -1.84446 0.63454 6.22421
H -2.42412 -0.21112 3.97438
S -1.51978 -1.13434 -1.84973
C -2.19561 -2.76053 -1.77635
C -2.62768 -3.37322 -2.98057
C -3.05081 -4.73308 -3.05420
C -3.20090 -5.38757 -1.88462
C -2.89560 -4.83983 -0.68011
C -2.40906 -3.46277 -0.58979
S -1.95567 -2.97615 1.04131
H -2.42024 -2.84138 -3.89693
H -3.30437 -5.19031 -4.01299
H -3.44724 -6.41746 -1.78889
H -2.97453 -5.49180 0.23639
```

Summary:
* charge: -1
* energy above the lowest of the compared OMol25 structures with the same formula, charge and spin: 1.6797 eV
* frontier orbital gap: 0.240 Eh

How positive or negative is each atom? The Mulliken charges in e answer that: number 1, Lu, carries 1.908; number 2, O, carries -0.645; number 3, C, carries -0.260; number 4, C, carries -0.002; number 5, C, carries -0.783; number 6, C, carries -0.687; number 7, C, carries -1.144; number 8, C, carries 1.669; number 9, C, carries -0.987; number 10, N, carries 0.588; number 11, N, carries -1.178; number 12, C, carries 0.467; number 13, O, carries -0.792; number 14, C, carries 0.085; number 15, C, carries -0.244; number 16, C, carries -0.525; number 17, C, carries -0.284; number 18, C, carries -0.682; number 19, C, carries 0.119; number 20, H, carries 0.594; number 21, H, carries 0.528; number 22, H, carries 0.229; number 23, H, carries 0.440; number 24, H, carries 0.245; number 25, H, carries 0.367; number 26, H, carries 0.354; number 27, H, carries 0.321; number 28, H, carries 0.399; number 29, H, carries 0.188; number 30, C, carries -1.130; number 31, N, carries 0.532; number 32, P, carries 0.910; number 33, C, carries 0.018; number 34, C, carries -0.685; number 35, C, carries -0.760; number 36, C, carries -0.798; number 37, C, carries -0.833; number 38, C, carries -0.431; number 39, C, carries 0.517; number 40, C, carries -0.596; number 41, C, carries -0.721; number 42, C, carries -0.606; number 43, C, carries -0.567; number 44, C, carries -0.441; number 45, P, carries 0.765; number 46, C, carries 0.575; number 47, C, carries -0.554; number 48, C, carries -0.784; number 49, C, carries -0.440; number 50, C, carries -0.702; number 51, C, carries -0.234; number 52, C, carries 0.730; number 53, C, carries -0.405; number 54, C, carries -0.934; number 55, C, carries -0.316; number 56, C, carries -0.689; number 57, C, carries -0.718; number 58, H, carries 0.246; number 59, H, carries 0.265; number 60, H, carries 0.482; number 61, H, carries 0.673; number 62, H, carries 0.395; number 63, H, carries 0.436; number 64, H, carries 0.536; number 65, H, carries 0.609; number 66, H, carries 0.397; number 67, H, carries 0.423; number 68, H, carries 0.431; number 69, H, carries 0.379; number 70, H, carries 0.331; number 71, H, carries 0.550; number 72, H, carries 0.441; number 73, H, carries 0.284; number 74, H, carries 0.399; number 75, H, carries 0.093; number 76, H, carries 0.337; number 77, H, carries 0.477; number 78, H, carries 0.235; number 79, H, carries 0.448; number 80, H, carries 0.316; number 81, S, carries -0.578; number 82, C, carries 0.625; number 83, C, carries -0.634; number 84, C, carries -0.829; number 85, C, carries -0.321; number 86, C, carries -0.720; number 87, C, carries 0.540; number 88, S, carries -0.612; number 89, H, carries 0.420; number 90, H, carries 0.339; number 91, H, carries 0.340; number 92, H, carries 0.259



Calculated values (Ha) of E_tot for the records, taken in order: -2598.0272; -4766.5768.